No. 1
{"formula": "C8H19BF4O3P2Tl", "method": "the ωB97M-V functional and the def2-TZVPD basis", "lumo_energy_ev": -13.896, "fmax_ev_per_a": 8.23, "total_energy_ev": -49532.0636, "spin_multiplicity": 1, "total_charge": 3, "orbital_gap_ha": 0.223, "symbols": ["C", "B", "O", "P", "C", "C", "C", "C", "F", "F", "F", "C", "C", "C", "F", "P", "O", "O", "H", "H", "H", "H", "H", "H", "H", "H", "H", "H", "H", "H", "H", "H", "H", "H", "H", "H", "H", "Tl"], "coordinates": [[0.1989, 3.5339, 0.8231], [0.8173, 2.0604, 0.9775], [1.8944, 1.9001, 1.8875], [0.1685, 0.4863, 0.0123], [-1.4522, 0.3808, -0.9569], [1.3695, -1.0299, -0.0641], [0.7705, -2.2961, -0.8312], [1.7547, -3.0099, -1.8456], [1.2071, -2.9096, -3.2148], [1.8575, -4.3882, -1.6282], [3.0366, -2.5320, -1.8569], [-0.5838, -0.2306, 1.6301], [-2.0906, 0.1666, 1.9048], [-2.3938, -0.2585, 3.4391], [-2.3573, 1.5598, 1.8170], [1.2497, 1.2962, -1.8224], [0.4449, 2.5580, -2.5352], [1.5898, 0.0978, -2.9266], [1.0429, 4.2696, 1.0556], [-0.1630, 3.7919, -0.2169], [-0.6297, 3.7661, 1.5662], [2.5434, 1.3276, 1.4161], [-1.1938, 0.3528, -2.0725], [-2.2013, 1.1920, -0.7178], [-1.9035, -0.6430, -0.7418], [2.3356, -0.6180, -0.4879], [1.5851, -1.3511, 1.0052], [0.5041, -3.0773, -0.0409], [-0.2055, -2.1006, -1.3836], [0.0306, 0.1757, 2.5068], [-0.5039, -1.3556, 1.6916], [-2.8436, -0.4336, 1.2921], [-1.8098, 0.4433, 4.1093], [-2.0402, -1.3360, 3.5265], [-3.5107, -0.1896, 3.5773], [-0.4755, 2.3249, -2.8062], [1.5690, 0.4475, -3.8521], [0.3878, -4.3717, -4.2365]], "mulliken_charge": [-0.761, 0.485, -0.408, 1.047, -1.531, -1.489, -0.911, 0.857, -0.130, -0.262, -0.200, -1.069, 0.113, -1.169, -0.304, 0.532, -0.425, -0.356, 0.339, 0.325, 0.330, 0.371, 0.679, 0.271, 0.435, 0.841, 0.766, 0.504, 0.251, 0.523, 0.511, 0.313, 0.379, 0.349, 0.366, 0.418, 0.386, 0.626]}

=====

No. 2
{"formula": "C48H116O24S3", "method": "the ωB97M-V functional and the def2-TZVPD basis", "lumo_energy_ev": 0.542, "e_above_lowest_kj_mol": 0.0, "fmax_ev_per_a": 2.92, "total_energy_ev": -133286.4385, "spin_multiplicity": 1, "orbital_gap_ha": 0.333, "symbols": ["C", "O", "C", "C", "O", "C", "C", "O", "C", "H", "H", "H", "H", "H", "H", "H", "H", "H", "H", "H", "H", "H", "H", "C", "O", "C", "C", "O", "C", "C", "O", "C", "H", "H", "H", "H", "H", "H", "H", "H", "H", "H", "H", "H", "H", "H", "C", "O", "C", "C", "O", "C", "C", "O", "C", "H", "H", "H", "H", "H", "H", "H", "H", "H", "H", "H", "H", "H", "H", "C", "O", "C", "C", "O", "C", "C", "O", "C", "H", "H", "H", "H", "H", "H", "H", "H", "H", "H", "H", "H", "H", "H", "C", "O", "C", "C", "O", "C", "C", "O", "C", "H", "H", "H", "H", "H", "H", "H", "H", "H", "H", "H", "H", "H", "H", "C", "O", "C", "C", "O", "C", "C", "O", "C", "H", "H", "H", "H", "H", "H", "H", "H", "H", "H", "H", "H", "H", "H", "C", "O", "C", "C", "O", "C", "C", "O", "C", "H", "H", "H", "H", "H", "H", "H", "H", "H", "H", "H", "H", "H", "H", "C", "S", "O", "C", "H", "H", "H", "H", "H", "H", "C", "S", "O", "C", "H", "H", "H", "H", "H", "H", "C", "S", "O", "C", "H", "H", "H", "H", "H", "H"], "coordinates": [[-2.9406, 3.3500, 1.6621], [-4.0672, 3.1307, 0.8483], [-4.6839, 4.4247, 0.6956], [-5.8764, 4.3120, -0.2204], [-5.3565, 3.9934, -1.4805], [-6.4366, 4.2162, -2.3629], [-6.0718, 3.6091, -3.6383], [-4.8299, 3.9874, -4.2019], [-4.3986, 3.1150, -5.1800], [-2.2774, 4.0623, 1.1261], [-2.4264, 2.4416, 1.9665], [-3.3748, 3.7124, 2.5429], [-3.8238, 5.0750, 0.3562], [-4.9387, 4.6938, 1.7095], [-6.5272, 5.2192, -0.2735], [-6.4904, 3.4690, 0.1652], [-6.6657, 5.3126, -2.4495], [-7.3828, 3.7668, -2.1009], [-6.8720, 3.6684, -4.3660], [-5.9302, 2.5621, -3.3644], [-5.1806, 3.0985, -5.9146], [-4.3462, 2.0508, -4.7973], [-3.4649, 3.4271, -5.6152], [4.6965, -0.2267, -4.1198], [3.4797, -0.4586, -4.7372], [3.1214, -1.8174, -4.5983], [1.7849, -2.0304, -5.2399], [1.9391, -3.0177, -6.2927], [0.8864, -2.8835, -7.2050], [1.2321, -3.5423, -8.5610], [1.4426, -4.9029, -8.4760], [0.4066, -5.6803, -8.0313], [5.3964, -0.9504, -4.5548], [4.6991, -0.2708, -3.0117], [5.0527, 0.7464, -4.5243], [3.0546, -2.1407, -3.5151], [3.9009, -2.4739, -4.9580], [1.6119, -1.0258, -5.6809], [0.9693, -2.2531, -4.5684], [0.6183, -1.8463, -7.3433], [-0.0090, -3.3530, -6.7858], [2.1202, -3.1305, -9.0029], [0.3583, -3.2895, -9.2130], [0.1964, -5.5185, -6.9840], [0.7517, -6.7304, -8.0717], [-0.5363, -5.5649, -8.6275], [-3.5223, 7.1404, 3.3657], [-2.6906, 6.7283, 2.2413], [-2.0484, 7.7764, 1.5608], [-1.3531, 7.2006, 0.2705], [-2.3755, 6.7676, -0.5904], [-1.8640, 6.4732, -1.9450], [-2.4930, 5.1765, -2.3774], [-1.8498, 4.0735, -1.7670], [-2.4400, 2.8084, -2.1819], [-4.2625, 7.9009, 2.9969], [-2.9340, 7.6356, 4.1742], [-4.1047, 6.2789, 3.6861], [-1.2851, 8.2348, 2.2417], [-2.8143, 8.5692, 1.2732], [-0.6837, 6.3673, 0.5687], [-0.7180, 7.9487, -0.1166], [-0.7959, 6.3160, -1.9515], [-2.0464, 7.2987, -2.6143], [-2.3288, 5.0361, -3.4736], [-3.5795, 5.2216, -2.1853], [-3.4983, 2.8526, -2.0172], [-1.9990, 2.0155, -1.5144], [-2.0920, 2.7004, -3.2077], [5.4179, 1.9942, 3.5271], [5.3069, 0.6310, 3.2313], [3.9869, 0.1737, 3.3732], [3.9682, -1.2300, 2.8028], [4.6360, -2.2174, 3.6210], [5.9630, -1.9918, 4.0250], [6.4097, -3.2014, 4.7882], [5.7611, -3.2962, 6.0458], [6.3491, -4.3412, 6.7643], [4.7773, 2.6879, 2.9123], [6.4666, 2.2990, 3.2800], [5.2274, 2.1765, 4.5621], [3.3409, 0.8199, 2.7479], [3.5415, 0.2166, 4.4004], [4.5152, -1.1948, 1.8448], [2.9143, -1.5779, 2.5733], [6.0674, -1.0885, 4.6881], [6.6467, -1.7386, 3.2094], [7.5411, -3.2100, 4.8549], [6.2009, -4.0545, 4.1714], [5.7691, -4.6131, 7.6250], [7.3140, -4.0095, 7.0784], [6.5281, -5.2583, 6.1363], [-2.7519, -0.6913, 1.0734], [-3.1355, -1.9468, 1.5666], [-2.1765, -2.6427, 2.4067], [-2.9577, -3.7805, 3.0424], [-3.7726, -3.2731, 4.0978], [-4.7547, -4.2822, 4.4633], [-5.8467, -3.6621, 5.3085], [-6.7207, -2.8408, 4.5070], [-7.6076, -2.1676, 5.3413], [-1.6913, -0.5900, 0.8683], [-3.0774, 0.0932, 1.7632], [-3.2989, -0.5070, 0.1148], [-1.7410, -1.9647, 3.1613], [-1.3627, -3.0481, 1.8208], [-2.3070, -4.6369, 3.2714], [-3.6648, -4.0689, 2.2477], [-4.2821, -5.0719, 5.1148], [-5.2424, -4.7189, 3.5816], [-5.5383, -3.0049, 6.1396], [-6.3560, -4.5673, 5.6697], [-8.1602, -2.7869, 6.0685], [-8.3085, -1.6192, 4.7042], [-7.0594, -1.4360, 5.9711], [-5.6484, 0.9809, 2.9524], [-4.4878, 1.1380, 3.6775], [-4.2054, -0.0637, 4.4025], [-2.8423, -0.0028, 5.0050], [-1.8230, 0.2519, 3.9576], [-0.4656, 0.2250, 4.3902], [0.4391, 0.9403, 3.3948], [0.1086, 2.3160, 3.1565], [0.1270, 3.2189, 4.2689], [-5.7102, 0.0218, 2.4592], [-5.4982, 1.7425, 2.1629], [-6.5682, 1.1336, 3.5763], [-4.2782, -0.9107, 3.7295], [-5.0168, -0.2229, 5.1141], [-2.6834, -0.9903, 5.4106], [-2.8024, 0.7627, 5.7409], [-0.0565, -0.8600, 4.3874], [-0.3759, 0.5887, 5.4308], [0.3534, 0.4738, 2.4074], [1.4671, 0.8326, 3.8008], [0.2033, 4.2020, 3.7795], [1.0419, 3.0889, 4.8308], [-0.7711, 3.2083, 4.8872], [2.7177, -6.7338, -4.9787], [1.8279, -6.3058, -3.9341], [2.2900, -5.1820, -3.2542], [1.1630, -4.8223, -2.2593], [0.3763, -3.7796, -2.8226], [-0.4503, -3.2436, -1.8839], [-1.2975, -2.1946, -2.5554], [-0.4318, -1.1472, -2.9395], [-1.1322, -0.1193, -3.5960], [3.6515, -7.1301, -4.5230], [2.9676, -5.8700, -5.5955], [2.1951, -7.4936, -5.5118], [2.3908, -4.3684, -3.9778], [3.2615, -5.3288, -2.7795], [1.5790, -4.5449, -1.3210], [0.5935, -5.7578, -2.1946], [0.0805, -2.8537, -1.0073], [-1.0778, -4.0484, -1.4643], [-2.1061, -1.7668, -1.9526], [-1.7496, -2.6217, -3.4514], [-0.5250, 0.7663, -3.7843], [-2.0183, 0.1676, -3.0207], [-1.5462, -0.4437, -4.5588], [3.5964, -2.7740, -0.3184], [5.0406, -3.4367, -0.9573], [5.7406, -2.2666, -1.5653], [5.9012, -3.8179, 0.5526], [2.9058, -2.6438, -1.1345], [3.8520, -1.8550, 0.1798], [3.2673, -3.3992, 0.5074], [5.9930, -2.9012, 1.1550], [6.9123, -4.1839, 0.4043], [5.3641, -4.5661, 1.0605], [0.4411, 2.0350, -0.1583], [2.0176, 1.2124, -0.0220], [1.8239, -0.1116, 0.5600], [2.2918, 0.9452, -1.7015], [0.1268, 2.2000, 0.8633], [-0.2041, 1.3590, -0.7576], [0.5359, 3.0646, -0.6150], [1.6562, 0.1009, -2.0616], [3.3385, 0.7118, -1.8686], [2.0971, 1.8509, -2.2532], [6.6633, 0.2928, -0.3667], [6.9161, 2.0473, -0.2211], [8.0719, 2.3353, 0.6579], [7.5776, 2.2911, -1.9126], [5.8274, -0.0385, -1.0255], [6.4274, -0.0415, 0.6415], [7.5575, -0.2493, -0.6811], [8.4347, 1.5960, -1.9179], [7.8668, 3.3468, -1.9632], [6.8251, 2.0235, -2.6452]], "mulliken_charge": [-0.167, 0.097, 0.120, -1.050, 0.153, -1.016, -0.750, -0.194, -0.836, 0.151, -0.512, 0.531, -0.242, 0.469, 0.385, 0.245, 0.455, 0.434, 0.477, 0.367, 0.398, 0.293, 0.233, -0.302, -0.491, -0.051, -0.916, -0.301, -0.512, -0.620, -0.328, -0.567, 0.464, -0.217, 0.170, -0.380, 0.754, 0.907, 0.198, 0.361, 0.331, 0.301, 0.362, 0.153, 0.238, 0.291, -0.891, -0.006, -0.758, -0.375, -0.296, -1.199, 0.223, -0.134, 0.732, 0.347, 0.322, 0.222, 0.350, 0.342, 0.140, 0.574, 0.443, 0.348, 0.234, -0.111, -0.086, -0.891, 0.490, -0.933, -0.220, -0.286, 0.966, -0.482, -0.130, -0.783, -0.293, -0.773, 0.220, 0.293, 0.358, 0.172, 0.436, -0.977, 0.248, 0.202, 0.327, 0.430, 0.362, 0.263, 0.331, 0.283, 0.294, -0.503, 0.431, -0.954, -0.061, -0.624, -0.582, -0.301, -0.748, 0.121, -0.463, 0.232, -0.466, 0.515, 0.328, 0.377, 0.266, 0.394, 0.380, 0.417, 0.322, 0.262, 0.259, -0.297, -0.276, -0.095, -1.136, 0.258, -0.933, 0.775, -0.007, -0.939, 0.319, -0.277, 0.256, 0.185, 0.307, 0.402, 0.533, 0.286, 0.356, -0.273, -0.402, 0.245, 0.350, 0.219, -0.667, -0.426, 0.394, -0.940, -0.009, -0.485, -0.744, 0.524, -1.361, 0.278, 0.261, 0.246, -0.371, 0.373, 0.475, 0.372, 0.064, 0.443, 0.293, 0.351, 0.329, 0.355, 0.399, 1.446, 0.377, -0.581, -0.921, -1.102, -0.925, 0.752, -0.052, 0.588, 0.413, 0.330, 0.601, -0.278, 0.060, -0.384, -0.629, 0.548, -0.453, -0.219, 0.616, -0.006, 0.634, -0.703, -0.818, -0.063, -0.353, 0.502, 0.279, 0.359, 0.156]}

=====

No. 3
{"formula": "C5H9NO", "method": "the ωB97M-V functional and the def2-TZVPD basis", "lumo_energy_ev": 1.096, "e_above_lowest_kj_mol": 289.2, "fmax_ev_per_a": 0.68, "smiles": "C[C@H]1CC/C1=N\\O", "total_energy_ev": -8866.2154, "spin_multiplicity": 1, "orbital_gap_ha": 0.386, "symbols": ["C", "C", "C", "C", "C", "N", "O", "H", "H", "H", "H", "H", "H", "H", "H", "H"], "coordinates": [[1.5191, -0.6136, 1.1572], [0.3908, -0.7075, 0.1453], [-1.0760, -0.8882, 0.6186], [-1.5418, 0.2295, -0.3612], [-0.0715, 0.5190, -0.5964], [0.6956, 1.3054, -1.2162], [0.0588, 2.2884, -1.9561], [1.7079, -1.6002, 1.5933], [1.2833, 0.0830, 1.9696], [2.4424, -0.2709, 0.6774], [0.6507, -1.4537, -0.6165], [-1.5048, -1.8819, 0.4719], [-1.1995, -0.5931, 1.6653], [-2.1552, 1.0316, 0.0614], [-2.0391, -0.1415, -1.2645], [0.8393, 2.6935, -2.3491]], "mulliken_charge": [-1.433, 0.493, -0.698, -0.370, 0.145, -0.494, -0.386, 0.370, 0.340, 0.343, 0.236, 0.287, 0.262, 0.282, 0.235, 0.389]}